101
Properties=species:S:1:pos:R:3 method="wB97M-V/def2-TZVPD" spin_multiplicity=3 e_lumo_ev="-0.17 / -0.19" e_above_lowest_kj_mol=119.5 energy_ha=-7186.02806 orbital_gap_ev="4.79 / 6.35"
Ti -3.22437 -1.16189 2.51968
C -0.39544 -1.37943 1.24548
O -1.32991 -1.68599 2.29343
C -0.96191 -2.73675 3.26256
C -2.12364 -3.71491 3.52867
O -3.47356 -2.96424 3.45783
C -4.51506 -3.11037 4.43432
C -4.55176 -1.88161 5.25302
O -3.99809 -0.79764 4.45228
C -3.96029 0.52242 5.16033
H -0.95279 -1.57530 0.33041
H -0.26376 -0.31305 1.32582
H 0.52767 -2.00134 1.30019
H -0.20570 -3.29761 2.67109
H -0.43699 -2.26597 4.15767
H -2.28265 -4.42440 2.71549
H -2.05764 -4.22851 4.50264
H -5.42854 -3.25320 3.84688
H -4.45636 -4.04378 5.07952
H -5.57928 -1.59662 5.48820
H -3.91231 -1.97428 6.10270
H -4.09568 0.30394 6.25508
H -4.74539 1.20347 4.82941
H -2.95123 0.88871 5.04248
Cl -6.07797 -0.31078 -3.46686
C -5.50551 -0.00428 -1.87089
C -5.99848 1.10521 -1.09147
Cl -7.05286 2.25930 -1.93854
C -5.46328 1.33176 0.19933
Cl -5.83282 2.80820 1.08360
C -4.72897 0.30911 0.82692
O -4.25475 0.36586 2.08791
C -4.50773 -0.92392 0.20845
O -3.96539 -1.91149 0.90621
C -4.75549 -0.97980 -1.23065
Cl -3.97919 -2.22568 -2.11229
F 2.88888 0.48300 -4.76145
B 1.98050 -0.45316 -4.29663
F 1.49450 -0.05734 -3.07632
C 2.59064 0.78896 -9.02658
C 2.21468 0.01636 -7.76094
C 3.30058 -1.04478 -7.36817
C 2.76203 -2.39737 -6.81161
Ge 2.38032 -2.43408 -4.87863
C 0.70867 -3.33864 -4.56243
C 0.75324 -4.80028 -4.84076
C 1.67670 -5.65638 -3.92771
C 1.38602 -7.20246 -4.06624
H 1.82479 1.52187 -9.20899
H 2.55238 0.22911 -9.95488
H 3.60058 1.24652 -9.08245
H 1.21137 -0.39591 -7.97358
H 2.01616 0.67161 -6.89429
H 4.04808 -0.61851 -6.65828
H 3.83656 -1.29394 -8.28856
H 3.53974 -3.21661 -6.88824
H 1.79440 -2.72018 -7.26502
H 3.48291 -3.02990 -4.05020
H 0.00461 -2.78718 -5.19817
H 0.41719 -3.10822 -3.48619
H 1.07598 -5.05864 -5.89528
H -0.25064 -5.22802 -4.82517
H 1.50063 -5.32816 -2.89669
H 2.71897 -5.56709 -4.08057
H 0.35455 -7.50108 -3.91754
H 2.01713 -7.83337 -3.39725
H 1.68674 -7.48483 -5.07250
C -1.07723 5.93034 5.06758
C 0.19897 5.55089 5.46087
C 0.91883 4.59504 4.73628
C 0.34338 4.01286 3.60215
C -0.95080 4.41824 3.21081
C -1.69608 5.32594 3.94140
P 1.08969 2.74804 2.47145
C 1.86747 3.68717 1.16666
C 2.35473 5.02604 1.35077
C 3.01587 5.73283 0.34213
C 3.21683 5.13454 -0.92200
C 2.52213 3.93486 -1.15905
C 1.94736 3.17526 -0.15100
C 2.49988 2.12380 3.46241
C 3.77927 2.13025 2.85801
C 4.85267 1.60753 3.55055
C 4.69519 1.18432 4.87239
C 3.43943 1.23494 5.47033
C 2.35276 1.68358 4.78010
H -1.61927 6.68053 5.65625
H 0.69863 6.02722 6.29958
H 1.93589 4.25920 5.01876
H -1.30457 4.09489 2.28490
H -2.59693 5.74174 3.53014
H 2.26684 5.47039 2.34542
H 3.39320 6.74230 0.59434
H 3.56854 5.70762 -1.77012
H 2.53926 3.49399 -2.17652
H 1.57405 2.19624 -0.40357
H 3.95318 2.51900 1.85509
H 5.85894 1.54036 3.08901
H 5.57159 0.73400 5.35443
H 3.33497 0.93697 6.50976
H 1.38358 1.88271 5.25513

107
Properties=species:S:1:pos:R:3 method="wB97M-V/def2-TZVPD" spin_multiplicity=4 e_lumo_ev="-12.45 / -14.65" e_above_lowest_kj_mol=0.0 total_charge=+4 energy_ha=-3720.66982 orbital_gap_ev="3.61 / 1.41"
W 1.26509 1.11253 -1.04596
C 1.43196 4.55360 -0.39185
C 2.08478 3.63684 0.59263
C 2.74288 3.96931 1.76323
C 3.20573 2.77157 2.29245
N 2.85742 1.76836 1.48170
N 2.14793 2.28428 0.43466
B 3.18727 0.25174 1.54166
N 1.82082 -0.49274 1.61496
C 1.41130 -1.52466 2.36820
C 0.47168 -2.25749 1.66868
C 0.34241 -1.61711 0.43779
C -0.34996 -2.04617 -0.81631
N 1.13352 -0.53492 0.43653
N 3.75764 -0.17967 0.12616
C 4.75670 -1.02590 -0.14296
C 4.68151 -1.41635 -1.47214
C 3.56476 -0.76816 -1.98457
C 2.90362 -0.87094 -3.32387
N 3.03637 -0.00266 -1.00365
N 4.22526 -0.05677 2.54852
C 4.47947 -1.13288 3.35844
C 5.71196 -0.95788 3.90399
C 6.20024 0.26547 3.36246
C 7.49984 0.93321 3.63382
N 5.30496 0.79079 2.54428
H 0.75456 5.24659 0.10856
H 0.87274 4.01609 -1.15723
H 2.19157 5.17015 -0.87746
H 2.86391 4.95555 2.18314
H 3.77185 2.58880 3.19058
H 1.79199 -1.68005 3.36570
H -0.03462 -3.14825 1.99688
H -1.37845 -2.37557 -0.65550
H 0.18851 -2.90167 -1.22891
H -0.32840 -1.24542 -1.57113
H 5.46416 -1.32072 0.61992
H 5.33462 -2.09910 -1.99266
H 3.47322 -0.37057 -4.10983
H 1.89509 -0.43972 -3.29914
H 2.81195 -1.91575 -3.61843
H 3.78821 -1.95216 3.47709
H 6.22436 -1.60486 4.59839
H 7.68910 0.98231 4.70535
H 7.51601 1.93680 3.21706
H 8.32482 0.35732 3.21216
N 4.73200 2.30250 -1.26359
C 3.96346 2.43501 -2.31877
N 2.64022 2.20096 -2.37717
C 2.17786 2.47917 -3.64972
C 3.14212 2.85325 -4.56722
S 4.67511 2.92080 -3.84192
C 0.77892 2.47652 -3.83619
C 0.11630 3.04480 -4.90091
S -1.55818 3.03112 -4.65615
C -1.31232 2.25980 -3.10838
N -0.02596 1.99848 -2.79713
N -2.37112 2.01871 -2.36502
H 4.36445 2.19607 -0.32254
H 5.71214 2.56024 -1.32805
H 3.01452 3.08015 -5.61879
H 0.53547 3.49303 -5.79406
H -3.28298 2.29874 -2.71198
H -2.36799 1.33581 -1.62227
C -6.49286 1.25086 1.04844
C -5.58887 0.21819 0.35394
C -6.48204 -0.83667 -0.31423
C -4.79516 0.94478 -0.73764
C -4.61810 -0.45839 1.38191
O -5.27166 -0.85359 2.56733
C -3.83668 -1.66733 0.77470
C -4.44455 -3.05904 1.05349
C -3.56806 -4.12909 0.45552
C -2.57612 -4.73830 1.21806
C -1.76857 -5.73445 0.69173
C -1.94240 -6.13404 -0.62774
Cl -0.98201 -7.40179 -1.27157
C -2.91520 -5.52547 -1.41136
C -3.71719 -4.53381 -0.86887
C -3.64256 0.58940 1.98581
N -2.47171 1.06750 1.22642
C -1.67650 0.50593 0.33185
N -0.67781 1.36256 0.02609
C -0.93302 2.44640 0.83361
N -2.00309 2.29287 1.54855
H -7.25222 1.59636 0.34625
H -5.94234 2.13367 1.38265
H -7.01074 0.83230 1.90823
H -7.23846 -0.34142 -0.92365
H -7.02202 -1.44117 0.41676
H -5.91968 -1.50329 -0.97178
H -5.49464 1.38107 -1.45397
H -4.14569 0.25177 -1.29310
H -4.20176 1.76919 -0.32302
H -6.13256 -1.24194 2.37576
H -2.83368 -1.69474 1.21836
H -3.73930 -1.54993 -0.31046
H -5.44322 -3.12900 0.62595
H -4.51917 -3.20102 2.12845
H -2.47082 -4.45913 2.26314
H -1.03354 -6.23867 1.30731
H -3.06043 -5.85773 -2.43111
H -4.49077 -4.08606 -1.48500
H -3.28448 0.16837 2.92716
H -4.20273 1.48430 2.24279
H -1.83649 -0.46452 -0.10386
H -0.34540 3.34678 0.87358